The following is a DFT calculation (the ωB97M-V functional and the def2-TZVPD basis) of a 2-piece molecular cluster, C7H11BO2 overall in a non-equilibrium geometry.

Multiplicity   1
HOMO   -7.23 eV
HOMO-LUMO gap   7.54 eV
Energy relative to the best compared isomer or geometry (same formula, charge and spin)   98.83 kcal per mole
Total charge   0

```
21
Properties=species:S:1:pos:R:3:lowdin_charge:R:1
B 2.318 -0.222 0.161 -0.395
C -4.132 0.838 -0.651 -0.023
C 0.213 -2.590 -0.024 -0.057
C -3.016 0.729 0.061 -0.226
C -1.988 -0.187 -0.349 -0.126
C -0.935 -0.434 0.451 -0.167
C 0.058 -1.309 0.130 -0.179
C 3.276 2.083 0.143 -0.081
O 3.253 -1.115 0.316 0.253
O 2.275 1.116 0.285 0.021
H -4.940 1.525 -0.306 0.060
H -4.215 0.341 -1.645 0.068
H -0.668 -3.356 0.114 0.093
H 1.114 -3.219 -0.148 0.042
H -2.808 1.261 1.051 0.128
H -2.241 -0.718 -1.286 0.123
H -0.955 0.113 1.344 0.097
H 2.718 3.030 0.094 0.092
H 3.792 2.023 -0.900 0.122
H 4.072 1.999 0.944 0.113
H 2.811 -1.907 0.214 0.042
```